The following is a quantum chemistry calculation of 10 unconnected molecules or ions with the total composition H18NO12 at a distorted geometry, from the Open Molecules 2025 dataset.

Computed properties:
Net charge: -1
Gap between HOMO and LUMO, Eh: 0.3743
ΔE to the lowest compared entry with this formula, charge and spin, kcal per mole: 116.1
E_tot, Eh: -968.2864
HOMO, eV: -7.2

Element x y z (Å)
H -53.50 -21.20 7.64
H -54.35 -16.17 8.82
H -53.95 -19.29 12.60
O -55.03 -15.97 8.35
H -49.21 -20.89 8.90
O -54.36 -16.43 11.92
H -53.00 -15.93 6.41
H -51.72 -20.05 12.20
H -54.66 -15.29 7.85
O -50.94 -20.48 12.62
H -53.18 -20.43 8.81
O -49.20 -20.07 8.33
H -50.42 -20.70 11.74
H -51.75 -15.57 9.42
O -51.80 -19.21 9.12
O -53.72 -21.09 8.50
O -49.15 -17.25 9.09
H -53.93 -17.20 11.47
H -53.80 -16.45 12.60
O -54.36 -19.55 13.31
H -49.84 -17.91 9.08
H -48.66 -17.33 8.36
H -54.61 -20.53 12.83
O -52.95 -16.98 6.24
N -52.27 -18.42 9.91
H -51.45 -13.95 9.27
H -52.95 -17.39 7.06
O -52.63 -18.86 11.05
H -50.03 -19.86 8.09
O -51.52 -14.85 8.74
O -52.81 -17.43 9.47